(1)
C4H15NO2S | ωB97M-V/def2-TZVPD

Its HOMO-LUMO gap is 3.80 eV. The highest occupied orbital energy comes out at -8.7 eV.

```
! RIJCOSX wB97M-V def2-TZVPD def2/J DEFGRID3
* xyz 0 1
C -0.68495 1.26376 0.66757
C -0.85274 -0.14371 1.24139
C 0.43145 -0.88435 1.60555
S 1.30043 0.03600 2.89284
C -0.08125 1.44641 -0.71206
N -1.14861 1.29076 -1.72449
H -0.13980 1.94813 1.34562
H -1.73200 1.58220 0.57455
H -1.43516 -0.80458 0.60952
H -1.50486 -0.16640 2.15045
H 1.10208 -0.99790 0.74087
H 0.19389 -1.88952 1.96871
H -0.29780 -1.51182 -1.02277
H 0.78862 0.79975 -0.83216
H 0.31823 2.44936 -0.96164
H -0.84446 1.14887 -2.69212
H -1.67758 0.44691 -1.47172
H -0.89147 -3.62074 -2.25955
H -0.82409 -2.21476 -2.18357
O -1.17461 -2.89838 -2.84398
H 3.82977 0.84417 0.75048
H 2.42761 0.81894 1.49623
O 2.89732 1.05692 0.66026
*
```

Just the Mulliken charges please, in e? Sure, here they are: atom 1 (C): -0.654, atom 2 (C): -0.630, atom 3 (C): -0.705, atom 4 (S): -0.189, atom 5 (C): -0.353, atom 6 (N): -0.646, atom 7 (H): 0.313, atom 8 (H): 0.384, atom 9 (H): 0.395, atom 10 (H): 0.351, atom 11 (H): 0.396, atom 12 (H): 0.354, atom 13 (H): -0.147, atom 14 (H): 0.320, atom 15 (H): 0.342, atom 16 (H): 0.248, atom 17 (H): 0.194, atom 18 (H): 0.360, atom 19 (H): 0.335, atom 20 (O): -0.660, atom 21 (H): 0.310, atom 22 (H): 0.240, atom 23 (O): -0.559

(2)
C5H8 | ωB97M-V/def2-TZVPD

Its HOMO-LUMO gap is 10.27 eV. The highest occupied orbital energy comes out at -9.0 eV. As for the SMILES: C1=CCCC1.

```
! RIJCOSX wB97M-V def2-TZVPD def2/J DEFGRID3
* xyz 0 1
C 0.27139 -0.58652 0.92807
C 0.52114 -1.01889 -0.53387
C -0.30136 -0.01820 -1.31536
C -0.71274 0.99401 -0.55226
C -0.18459 0.90352 0.85063
H 1.11462 -0.79732 1.59325
H -0.57349 -1.18073 1.30539
H 1.58619 -0.93868 -0.79656
H 0.23705 -2.06090 -0.73737
H -0.45762 -0.09791 -2.38699
H -1.16722 1.92086 -0.88438
H 0.55034 1.72927 0.87169
H -0.88372 1.15148 1.65775
*
```

Just the Mulliken charges please, in e? Sure, here they are: atom 1 (C): -0.560, atom 2 (C): -0.591, atom 3 (C): -0.327, atom 4 (C): -0.398, atom 5 (C): -0.542, atom 6 (H): 0.313, atom 7 (H): 0.238, atom 8 (H): 0.249, atom 9 (H): 0.318, atom 10 (H): 0.376, atom 11 (H): 0.367, atom 12 (H): 0.248, atom 13 (H): 0.308

(3)
C7H4ClKN2O10S | ωB97M-V/def2-TZVPD

Its HOMO-LUMO gap is 8.42 eV. The highest occupied orbital energy comes out at -3.7 eV.

```
! RIJCOSX wB97M-V def2-TZVPD def2/J DEFGRID3
* xyz -2 1
K -0.93793 -2.36897 -0.75878
O -1.91513 -4.07604 -2.30345
N -2.26289 -4.85218 -1.37595
O -2.84326 -5.90803 -1.62714
O -2.00945 -4.52551 -0.18978
O 1.50767 -1.73307 -0.91252
Cl 2.33313 -2.69235 -0.16602
O 3.72268 -2.40276 -0.36715
O 1.99703 -2.56443 1.24167
O 1.99509 -4.02088 -0.62455
O -2.53617 4.16409 -0.14434
S -1.74638 3.16636 -0.83623
O -1.30170 3.53512 -2.16451
N -2.42488 1.72118 -0.80254
C -1.73735 0.84197 -0.05334
O -2.03236 -0.33175 0.16640
C -0.45414 1.44336 0.51317
C 0.52710 0.82730 1.27073
C 1.62779 1.58571 1.65112
C 1.73379 2.92616 1.28438
C 0.74944 3.53721 0.51547
C -0.33051 2.76125 0.14188
H 0.47057 -0.22328 1.52591
H 2.42257 1.11775 2.21807
H 2.60335 3.49970 1.58418
H 0.84190 4.57213 0.21330
*
```

Just the Mulliken charges please, in e? Sure, here they are: atom 1 (K): 1.002, atom 2 (O): -0.736, atom 3 (N): 1.194, atom 4 (O): -0.665, atom 5 (O): -0.735, atom 6 (O): -0.696, atom 7 (Cl): 1.650, atom 8 (O): -0.684, atom 9 (O): -0.633, atom 10 (O): -0.637, atom 11 (O): -0.707, atom 12 (S): 1.200, atom 13 (O): -0.694, atom 14 (N): -0.569, atom 15 (C): 0.314, atom 16 (O): -0.818, atom 17 (C): 0.490, atom 18 (C): -0.198, atom 19 (C): -0.721, atom 20 (C): -0.280, atom 21 (C): -0.638, atom 22 (C): -0.011, atom 23 (H): 0.449, atom 24 (H): 0.388, atom 25 (H): 0.350, atom 26 (H): 0.386

(4)
C4H8INS | ωB97M-V/def2-TZVPD

Its HOMO-LUMO gap is 9.22 eV. The highest occupied orbital energy comes out at -8.9 eV. As for the SMILES: C/N=C/S[C@@H](C)I.

```
! RIJCOSX wB97M-V def2-TZVPD def2/J DEFGRID3
* xyz 0 1
C -0.37686 0.96180 0.14352
C 1.39316 -1.63863 -0.68304
C -2.72018 1.24551 0.49016
C 1.94929 -0.42014 -0.07395
N -1.45931 1.50419 -0.15408
S 1.14394 1.34057 -0.64686
I 4.05428 -0.13743 0.15448
H -0.23042 0.01245 0.58882
H 1.76161 -1.82521 -1.74579
H 0.32691 -1.68820 -0.60039
H 1.81964 -2.55458 -0.16865
H -3.16271 2.15861 0.77890
H -2.64933 0.44282 1.21237
H -3.31656 0.93584 -0.27750
H 1.46653 -0.33760 0.98201
*
```

Just the Mulliken charges please, in e? Sure, here they are: atom 1 (C): 0.042, atom 2 (C): -0.832, atom 3 (C): -0.785, atom 4 (C): -0.539, atom 5 (N): -0.355, atom 6 (S): -0.030, atom 7 (I): 0.101, atom 8 (H): 0.135, atom 9 (H): 0.275, atom 10 (H): 0.332, atom 11 (H): 0.330, atom 12 (H): 0.284, atom 13 (H): 0.321, atom 14 (H): 0.318, atom 15 (H): 0.404